No. 1
Computed, not measured: C26H25Br2F6N2O5PdS2Te as an isolated structure, with the ωB97M-V functional and the def2-TZVPD basis.

Calculated values
multiplicity: 2
E_LUMO (alpha / beta): -8.4 / -9.8 eV
net charge: +2
electronic energy: -229396.6003 eV
gap between HOMO and LUMO (alpha / beta): 6.8 / 5.5 eV
⟨S²⟩: 0.82
HOMO energy (alpha / beta): -15.210 / -15.276 eV

Structure (XYZ):
```
70
Properties=species:S:1:pos:R:3:forces:R:3:mulliken_spin:R:1
Pd 0.017283 1.061524 0.321900 -3.1 -0.8 -0.3 0.00
Br -0.660434 -1.529066 -1.160884 0.0 -0.2 -0.1 0.00
C 1.041562 -1.254512 -2.007161 0.0 0.0 0.1 0.00
Br 2.371734 -0.636306 -0.728763 0.2 -0.3 -0.3 0.01
H 0.937970 -0.481718 -2.758199 0.0 0.0 0.0 0.00
H 1.391481 -2.193471 -2.414646 0.0 0.0 0.0 0.00
F -1.751558 5.041623 0.379172 0.1 -0.1 0.0 0.00
C -1.373806 3.802408 0.539539 -0.1 0.0 0.0 0.00
F -0.385032 3.723066 1.440759 -0.1 0.0 0.0 0.00
F -2.377873 3.058511 0.990050 -0.1 0.1 -0.1 0.00
S -0.835121 3.074578 -1.133744 0.7 0.6 -0.1 0.00
O -1.452360 1.727686 -1.118204 1.0 -0.3 0.7 -0.01
O -1.158449 4.030759 -2.119462 -0.1 -0.3 -0.1 0.00
N 0.735324 2.649450 -1.027866 -0.5 0.6 0.5 0.03
S 1.759770 3.973814 -1.030678 0.2 -0.2 -0.1 0.00
O 2.292801 4.165773 -2.329382 -0.1 0.0 0.1 0.00
O 1.227884 5.038569 -0.245981 0.0 0.0 -0.1 0.00
C 3.112792 3.256896 -0.011304 0.0 -0.1 0.2 0.00
F 3.760222 2.289732 -0.639692 0.1 0.1 0.0 0.00
F 2.589362 2.723581 1.127558 0.0 0.1 0.0 -0.01
F 3.945889 4.216265 0.335516 0.0 0.0 0.0 0.00
C 7.467543 3.864671 3.597375 0.0 0.0 0.1 0.00
C 6.214312 3.047937 3.496453 0.1 0.0 0.0 0.00
C 6.189894 1.868311 2.753575 0.0 -0.1 -0.1 0.01
C 5.039385 1.093498 2.617902 0.4 0.2 0.3 -0.02
C 5.038810 -0.152851 1.789874 -0.1 0.0 0.0 0.03
C 3.978957 1.577628 3.365793 -0.7 -0.1 -0.8 0.04
Te 2.141193 0.394245 3.253235 0.0 -0.3 1.5 0.57
N 0.611327 0.094674 2.096180 1.1 1.2 -0.5 0.10
C -0.684638 -0.068548 2.571880 0.5 -0.1 -0.1 0.00
O -1.496663 0.037803 1.648272 0.3 0.3 -0.6 0.03
C -1.030231 -0.410828 3.955404 -0.1 0.0 0.1 0.02
C -0.578415 0.356223 5.033949 0.0 0.0 0.0 0.08
C -0.935563 0.004221 6.325235 0.0 0.0 0.0 0.02
C -1.741573 -1.107408 6.538624 0.0 0.0 0.0 0.00
C -2.213766 -1.851341 5.464220 0.0 0.0 0.0 0.01
C -1.875355 -1.497007 4.168249 0.0 0.0 0.0 -0.01
C 2.542332 -1.491575 3.961828 0.0 -0.2 -0.3 0.10
C 2.257384 -2.547148 3.087325 0.0 0.0 0.1 -0.01
C 2.573769 -3.830090 3.487735 0.0 0.0 0.0 -0.01
C 3.144625 -4.033120 4.740886 0.0 0.0 0.0 0.05
C 3.395471 -2.967194 5.595071 0.0 0.0 0.0 -0.01
C 3.100522 -1.657524 5.231905 0.0 0.0 0.0 -0.03
C 3.377275 -0.525939 6.181581 0.0 0.0 -0.1 0.03
C 3.849985 2.773611 4.054341 0.3 0.0 0.1 -0.06
C 2.623016 3.300695 4.736672 0.0 0.0 0.0 0.03
C 5.050979 3.476701 4.130554 -0.2 0.0 0.1 0.00
H 8.261428 3.469530 2.968985 0.0 0.0 0.0 0.00
H 7.820341 3.879362 4.630140 0.0 0.0 0.0 0.00
H 7.275330 4.899503 3.313602 0.0 0.0 0.0 0.00
H 7.084901 1.539127 2.239347 0.0 0.0 0.0 0.00
H 5.897649 -0.165752 1.123207 0.0 0.0 0.0 0.00
H 4.143974 -0.218936 1.167424 0.0 0.0 0.0 0.01
H 5.084602 -1.042472 2.421876 0.0 0.0 0.0 0.00
H -0.047335 1.287869 4.866804 0.0 0.0 0.0 -0.04
H -0.614817 0.611181 7.161014 0.0 0.0 0.0 0.00
H -2.024616 -1.379776 7.546403 0.0 0.0 0.0 0.00
H -2.856193 -2.703981 5.635807 0.0 0.0 0.0 0.00
H -2.250636 -2.060973 3.324272 0.0 0.0 0.0 0.00
H 1.811597 -2.366241 2.116645 0.0 0.0 0.0 0.00
H 2.380225 -4.664728 2.828412 0.0 0.0 0.0 0.00
H 3.387555 -5.037132 5.062369 0.0 0.0 0.0 0.00
H 3.814537 -3.154072 6.575915 0.0 0.0 0.0 0.00
H 3.165764 -0.830348 7.205364 0.0 0.0 0.0 0.00
H 2.762551 0.355217 5.974136 0.0 0.0 0.0 0.00
H 4.426398 -0.226427 6.137870 0.0 0.0 0.0 0.00
H 1.699644 2.861726 4.351999 0.0 0.1 0.0 0.01
H 2.547136 4.376819 4.592621 0.0 0.0 0.0 0.00
H 2.672894 3.110930 5.810670 0.0 0.0 0.0 0.00
H 5.056354 4.404671 4.691371 0.0 0.0 0.0 0.00
```
Positions in Å, forces in eV/Å.

No. 2
Computed, not measured: a 8-piece molecular cluster, C26H25Cl14NO2 overall, with the ωB97M-V functional and the def2-TZVPD basis.

Calculated values
E_LUMO: -0.5 eV
electronic energy: -208266.2013 eV
gap between HOMO and LUMO: 8.5 eV
HOMO energy: -9.021 eV
SMILES: O=C1c2ccccc2C(=O)c2c1cccc2-c1cccnc1.ClCCl.ClCCl.ClCCl.ClCCl.ClCCl.ClCCl.ClCCl

Structure (XYZ):
```
68
Properties=species:S:1:pos:R:3:forces:R:3:mulliken_charge:R:1
O -4.225468 0.902267 -0.164303 -0.3 -0.2 0.2 -0.60
C -3.260521 1.578202 0.109955 0.1 -0.2 -0.3 0.32
C -3.385419 2.907376 0.755008 0.2 0.3 0.2 0.32
C -4.517751 3.274435 1.461208 0.0 0.8 -0.8 -1.63
C -4.553670 4.538254 2.043657 0.0 0.5 0.2 -0.40
C -3.483688 5.417216 1.962794 0.5 0.0 -0.7 -0.32
C -2.328055 5.063551 1.250563 -1.4 -0.5 -0.5 -1.51
C -2.328291 3.816273 0.648498 0.8 -0.7 -0.3 1.19
C -1.114542 3.434877 -0.160708 -0.3 0.4 0.1 0.33
O -0.445885 4.329737 -0.625845 0.4 0.0 -0.1 -0.60
C -0.819234 1.984994 -0.378636 -0.4 -0.3 0.1 0.36
C -1.888124 1.081839 -0.225471 0.5 0.4 0.1 0.23
C -1.665837 -0.277512 -0.384991 -0.3 -0.2 -0.1 -0.75
C -0.409099 -0.738968 -0.726140 0.7 -0.3 0.0 0.09
C 0.665418 0.125632 -0.902074 -0.8 0.6 0.1 -0.36
C 0.446236 1.494453 -0.728138 0.7 0.4 -0.1 0.88
C 1.628688 2.397621 -0.890754 -0.2 0.5 -0.5 0.07
C 1.801022 3.215256 -2.011635 0.5 -0.3 1.0 -0.28
C 2.933321 4.008664 -1.997478 0.1 0.7 -1.1 -0.51
C 3.851113 4.006985 -0.959053 -0.4 -0.4 0.2 -0.36
N 3.693249 3.226632 0.111513 -0.1 0.3 -0.4 -0.69
C 2.596847 2.473791 0.102100 -0.3 -0.7 0.7 -0.34
H -5.369886 2.627120 1.537221 0.0 -0.1 -0.4 0.93
H -5.420276 4.884073 2.597263 -0.1 -0.3 -0.1 0.43
H -3.514487 6.387108 2.442022 -0.2 -0.1 0.0 0.45
H -1.468143 5.702339 1.143738 -0.1 0.1 -0.1 0.65
H -2.478812 -0.987357 -0.251128 0.3 0.5 0.0 -0.45
H -0.207037 -1.797232 -0.847717 -0.3 0.0 0.1 0.22
H 1.660421 -0.215050 -1.173611 -0.5 0.0 0.0 0.47
H 1.079598 3.242528 -2.816282 0.0 0.0 0.0 0.47
H 3.111280 4.673957 -2.838439 0.0 0.0 0.1 0.36
H 4.726088 4.646913 -0.994502 0.0 0.0 0.0 0.37
H 2.436058 1.849658 0.982489 0.2 0.1 0.0 0.51
Cl 2.378169 -3.607987 0.262991 0.0 0.0 0.2 -0.15
C 3.670651 -2.512439 0.781363 0.1 0.0 0.1 -0.39
Cl 3.715209 -1.037037 -0.189580 0.4 -0.1 0.1 -0.06
H 3.507446 -2.235078 1.816116 -0.1 0.0 0.0 0.34
H 4.616269 -3.032986 0.677909 0.0 0.0 -0.1 0.34
Cl 4.455635 -3.911473 -3.829792 0.1 0.0 -0.1 -0.17
C 4.249370 -5.115758 -2.552372 -0.1 0.0 0.0 0.18
Cl 5.794625 -5.783843 -2.020596 0.2 0.2 0.0 -0.17
H 3.764609 -4.643437 -1.707566 0.0 0.1 0.0 -0.10
H 3.633714 -5.923780 -2.932281 0.1 0.0 -0.1 0.23
Cl 5.932406 -10.161756 -0.572356 0.0 0.0 0.0 -0.15
C 4.955612 -9.887876 -2.017904 0.0 -0.1 -0.1 -0.29
Cl 3.925308 -8.461160 -1.849294 -0.3 -0.3 0.0 -0.11
H 5.617732 -9.738519 -2.862982 0.0 0.1 0.1 0.24
H 4.325510 -10.753864 -2.182729 0.0 0.0 0.1 0.31
Cl -1.231689 5.319062 3.688254 0.8 0.1 1.1 -0.03
C 0.070733 6.386353 4.241008 0.1 -0.1 0.2 -0.36
Cl 0.058537 7.917567 3.355934 0.0 0.0 0.0 -0.16
H -0.063538 6.592191 5.296711 -0.1 0.1 0.0 0.32
H 1.021705 5.893803 4.073574 0.0 0.0 -0.1 0.28
Cl -0.969722 -4.592421 -3.939438 0.0 0.0 0.0 -0.17
C 0.594286 -3.817240 -4.233929 0.1 0.1 -0.1 -0.39
Cl 1.249625 -3.088233 -2.765292 -0.1 -0.1 -0.1 -0.03
H 1.292721 -4.565734 -4.591061 0.0 0.0 0.1 0.26
H 0.463646 -3.042220 -4.980115 -0.1 0.0 0.1 0.32
Cl -2.014546 -4.299702 0.960759 0.1 0.0 0.0 -0.17
C -3.060555 -4.000764 -0.434080 0.0 0.0 -0.1 0.03
Cl -4.074787 -2.571818 -0.198951 -0.4 -0.4 0.0 -0.14
H -2.436150 -3.843371 -1.307247 0.0 0.1 0.0 -0.04
H -3.700947 -4.862392 -0.582131 0.0 0.0 0.1 0.34
Cl -7.072563 -0.003959 3.619610 0.0 0.0 0.0 -0.16
C -5.875738 0.787846 4.650892 0.1 0.0 0.2 -0.38
Cl -4.965028 2.017729 3.754309 -0.2 -0.7 1.1 -0.02
H -6.388784 1.265224 5.477815 0.0 0.0 -0.1 0.30
H -5.184615 0.039454 5.021358 0.0 0.0 -0.1 0.29
```
Positions in Å, forces in eV/Å.